Computed, not measured: a cluster of 2 separate species, C4H12NOS in total in a non-equilibrium geometry, with ωB97M-V/def2-TZVPD.

As for the spin multiplicity: 1. The energy relative to the best compared isomer or geometry (same formula, charge and spin) is 0.4446 eV. The calculation puts the frontier orbital gap at 6.44 eV. As for the HOMO energy: -2.79 eV. The electronic energy comes out at -687.811710 hartree. As for the charge: -1.

Atoms and positions in Å:
C1 1.407 -2.606 0.674
N1 1.353 -1.511 -0.284
C2 0.648 -0.321 0.285
C3 0.175 0.601 -0.822
S1 -0.857 1.971 -0.206
C4 1.472 0.379 1.365
H1 2.068 -2.425 1.536
H2 0.416 -2.852 1.085
H3 1.719 -3.524 0.149
H4 2.317 -1.200 -0.391
H5 -0.255 -0.764 0.712
H6 1.035 1.026 -1.339
H7 -0.318 -0.052 -1.542
H8 1.244 0.045 2.372
H9 1.439 1.450 1.335
H10 2.536 0.106 1.191
H11 -2.812 0.596 -0.542
H12 -2.332 -0.425 -1.545
O1 -3.143 -0.097 -1.146